(A)
A cluster of 2 separate species, C4H8NO3 in total, computed with ωB97M-V/def2-TZVPD.

Summary:
Spin multiplicity: 2
Expectation value of S²: 0.755

Last column: natural (NBO) charge in e.
Element x y z (Å)
C  -0.2702  -0.3730  1.5950  -0.7202
C  1.1514  -0.1616  2.0629  0.6895
O  1.6357  -0.4253  3.1455  -0.5840
N  1.8790  0.5065  0.9975  -0.8698
H  2.6668  0.9192  1.0967  0.3607
H  1.4108  1.0000  0.1468  0.4141
H  -0.2829  -0.8464  0.5999  0.2171
H  -0.9898  0.4799  1.6615  0.2460
H  -0.6801  -1.0972  2.2843  0.2376
C  -1.1097  -0.4034  -2.4531  -0.6716
C  -0.7540  0.6192  -1.3042  0.7306
O  0.3942  0.9628  -1.2697  -0.5997
O  -1.6330  0.6640  -0.3961  -0.1896
H  -1.0430  0.0778  -3.4000  0.2453
H  -2.1259  -0.7915  -2.2757  0.2308
H  -0.2493  -1.1310  -2.4913  0.2634

(B)
An isolated molecule of C4H8NO3, computed with ωB97M-V/def2-TZVPD.

Summary:
Spin multiplicity: 2
Expectation value of S²: 0.756

Last column: natural (NBO) charge in e.
Element x y z (Å)
O  1.5150  1.9565  -0.4823  -0.5948
C  1.2642  0.9362  -1.0951  0.7625
O  1.8003  0.2890  -1.9909  -0.4554
C  -0.2886  0.2652  -0.8158  -0.0653
C  -0.1459  -1.0061  0.0213  0.0735
C  0.4669  -0.7716  1.4219  -0.6568
O  -1.4231  -1.6313  0.1651  -0.7141
N  -1.0526  1.2071  -0.1241  -0.7135
H  -0.7014  0.0964  -1.8079  0.2320
H  0.4663  -1.7500  -0.4742  0.1974
H  1.0837  0.1367  1.3728  0.2158
H  1.2048  -1.5371  1.6214  0.2359
H  -0.3185  -0.5566  2.1341  0.2272
H  -2.1315  -1.0907  -0.2022  0.4784
H  -0.7145  1.3381  0.8223  0.3841
H  -1.0250  2.1181  -0.5663  0.3931

Going by the energies, (B) is most stable and the next is 0.0380 hartree up.

(A)
An isolated molecule of C8H16N2Si, computed with ωB97M-V/def2-TZVPD.

Summary:
Spin multiplicity: 1
Structure (SMILES): Cc1nccn1C[Si](C)(C)C

Last column: natural (NBO) charge in e.
Element x y z (Å)
C  3.3523  1.3232  -0.0992  -0.1111
C  2.0948  1.3476  0.4171  -0.1218
C  2.8330  -0.7466  0.1552  0.3217
C  2.8683  -2.2233  0.0435  -0.6451
C  -1.1612  2.2570  -0.3094  -1.0817
C  -0.6030  -0.5874  -1.6225  -1.1146
C  -2.9137  -0.0201  0.7110  -1.0699
C  0.1773  -0.3879  1.2778  -0.5680
N  3.7333  0.0649  -0.1984  -0.4813
N  1.7588  0.0401  0.5677  -0.3615
Si  -1.1732  0.3411  -0.0718  1.5587
H  4.0843  2.1805  -0.1795  0.2037
H  1.3729  2.1772  0.7368  0.2139
H  2.5978  -2.6480  0.9242  0.2097
H  2.1317  -2.6263  -0.7247  0.2147
H  3.9796  -2.3697  -0.1508  0.2537
H  -1.7479  2.7892  0.4378  0.2402
H  -0.2788  2.7327  -0.4940  0.2317
H  -1.8426  2.3625  -1.1967  0.2351
H  -0.1361  -1.5968  -1.5178  0.2501
H  -1.3593  -0.5193  -2.4054  0.2402
H  0.0851  0.1039  -2.0291  0.2500
H  -3.6366  0.4369  0.0943  0.2339
H  -2.8024  -1.1097  0.7004  0.2305
H  -3.0769  0.3976  1.6385  0.2353
H  0.1419  0.2550  2.1970  0.2197
H  0.2317  -1.4281  1.4384  0.2123

(B)
An isolated molecule of C8H16N2Si, computed with ωB97M-V/def2-TZVPD.

Summary:
Spin multiplicity: 1
Structure (SMILES): CCC[Si](C)(C)n1ccnc1

Last column: natural (NBO) charge in e.
Element x y z (Å)
N  -0.1662  -3.1631  -1.2895  -0.4548
C  -0.3693  -1.8744  -1.1564  0.1476
C  0.6605  -3.5344  -0.2531  -0.1033
C  0.9676  -2.3899  0.4724  -0.1071
N  0.3508  -1.3337  -0.1155  -0.7107
C  1.0399  1.5617  -1.9124  -0.6126
C  -0.1948  2.1810  -1.2285  -0.3953
C  0.9980  1.2281  1.5859  -1.1359
C  -1.5706  -0.4363  2.0733  -1.1191
C  -1.1518  1.1803  -0.5474  -0.8714
Si  -0.2867  0.1302  0.7813  1.7858
H  -1.0328  -1.3659  -1.8547  0.2022
H  1.0438  -4.5645  -0.1363  0.2132
H  1.5930  -2.2479  1.3452  0.2101
H  1.5592  2.2459  -2.5514  0.2161
H  0.7696  0.7182  -2.5202  0.2088
H  1.7509  1.1904  -1.1596  0.1976
H  0.0957  2.9604  -0.5089  0.1961
H  -0.7586  2.7058  -2.0169  0.2033
H  1.4986  1.7965  0.8100  0.2447
H  1.6800  0.6670  2.2159  0.2455
H  0.4975  1.9497  2.2412  0.2487
H  -2.5166  -0.7457  1.6500  0.2459
H  -1.7307  0.3362  2.8159  0.2387
H  -1.1985  -1.3290  2.5840  0.2436
H  -1.9794  1.6300  -0.0231  0.2361
H  -1.5490  0.5034  -1.3014  0.2263

Going by the energies, (B) is most stable and the next is 0.1056 hartree up.

(A)
An isolated molecule of C2H7N3, computed with ωB97M-V/def2-TZVPD.

Summary:
Spin multiplicity: 1
Structure (SMILES): C/N=C\NN

Last column: natural (NBO) charge in e.
Element x y z (Å)
C  -1.1496  -0.0712  1.0006  -0.4646
C  0.2464  -0.9958  -0.6285  0.2531
H  -1.4712  0.9638  1.0012  0.2064
H  -0.1786  -0.0962  1.7295  0.1660
H  -1.8570  -0.5903  1.6752  0.1996
H  0.6835  -1.7381  -1.3053  0.1852
H  1.6323  0.1022  -1.3710  0.3587
H  -0.2292  1.8330  -0.6579  0.3545
H  0.6853  1.6532  0.8733  0.3725
N  -0.9086  -1.0647  -0.0479  -0.4720
N  1.1333  0.1954  -0.4523  -0.4899
N  0.6544  1.4800  -0.0966  -0.6697

(B)
A cluster of 2 separate species, C2H7N3 in total, computed with ωB97M-V/def2-TZVPD.

Summary:
Spin multiplicity: 1
Structure (SMILES): [H]/N=C/N.C=N

Last column: natural (NBO) charge in e.
Element x y z (Å)
C  -1.0229  -2.6103  0.2049  -0.0334
N  -1.3811  -1.6924  -0.5611  -0.6166
H  -1.6070  -3.5163  0.1081  0.1477
H  -0.2835  -2.6117  0.9933  0.1449
H  -0.9403  -0.7790  -0.6067  0.3525
N  0.7415  1.7613  -0.9977  -0.8159
C  0.8275  1.6823  0.3686  0.2792
N  0.6540  0.5609  0.9299  -0.7465
H  0.4904  0.8920  -1.4338  0.3916
H  0.4017  2.6113  -1.4079  0.3887
H  1.1076  2.5517  0.9465  0.1560
H  0.7649  0.5057  1.9333  0.3519

(C)
An isolated molecule of C2H7N3, computed with ωB97M-V/def2-TZVPD.

Summary:
Spin multiplicity: 1
Structure (SMILES): [H]/N=C(/N)NC

Last column: natural (NBO) charge in e.
Element x y z (Å)
C  -0.9959  -0.5356  -1.2003  -0.4040
N  0.1726  -0.5578  -0.3353  -0.6756
C  0.4677  0.4842  0.5585  0.5825
N  1.3457  0.0671  1.5505  -0.8239
N  0.0127  1.6636  0.5420  -0.7659
H  -0.6319  -0.5680  -2.2304  0.1913
H  -1.5376  0.3963  -1.1124  0.1977
H  -1.6276  -1.3906  -1.0244  0.1962
H  0.9748  -0.9999  -0.7514  0.3866
H  1.3122  -0.9382  1.6251  0.3756
H  1.2672  0.5089  2.4520  0.3964
H  -0.7598  1.8699  -0.0740  0.3432

Going by the energies, (C) is most stable and the next is 0.0379 hartree up.

(A)
An isolated molecule of C3H5N3S, computed with ωB97M-V/def2-TZVPD.

Summary:
Spin multiplicity: 1
Structure (SMILES): Nc1ccnn1S

Last column: natural (NBO) charge in e.
Element x y z (Å)
C  0.3429  -0.0746  0.3985  0.3361
C  1.0349  0.9373  -0.2472  -0.4114
C  0.4950  0.9513  -1.5321  -0.0259
H  0.8235  0.1256  2.3696  0.3930
H  -0.3533  -1.0378  2.0504  0.3946
H  1.7993  1.6122  0.1606  0.2296
H  0.8139  1.5431  -2.3545  0.2065
H  -2.8005  -1.1029  -0.0898  0.1191
N  0.4443  -0.5501  1.6847  -0.8126
N  -0.4278  0.0073  -1.7145  -0.2943
N  -0.5409  -0.5760  -0.5141  -0.3457
S  -1.6314  -1.8356  -0.2118  0.2111

(B)
An isolated molecule of C3H5N3S, computed with ωB97M-V/def2-TZVPD.

Summary:
Spin multiplicity: 1

Last column: natural (NBO) charge in e.
Element x y z (Å)
C  0.4362  0.2765  -0.7922  0.0555
C  0.6585  0.6694  -2.0774  -0.2907
C  -0.3664  -0.8292  -0.1204  -0.6514
N  0.8829  1.2883  0.0773  -0.1203
N  0.7742  1.0990  1.2828  -0.2424
N  -1.2205  -0.2642  2.4543  -1.0941
S  0.1049  -0.5519  1.7641  1.0709
H  1.2015  1.5051  -2.3727  0.2143
H  0.3213  0.0984  -2.8352  0.1845
H  -1.3871  -0.4657  -0.1987  0.2609
H  -0.1062  -1.8906  -0.3531  0.2543
H  -1.2992  -0.9352  3.1712  0.3584

Going by the energies, (A) is most stable and the next is 0.1163 hartree up.